{
  "formula": "C15H32LuN2O5P2",
  "method": "ωB97M-V with the def2-TZVPD basis set",
  "species": ["O", "H", "Lu", "N", "N", "O", "O", "C", "C", "C", "C", "H", "H", "H", "H", "H", "H", "H", "H", "O", "H", "H", "C", "H", "H", "H", "O", "H", "H", "C", "P", "C", "C", "C", "C", "C", "C", "C", "P", "C", "C", "H", "H", "H", "H", "H", "H", "H", "H", "H", "H", "H", "H", "H", "H", "H", "H"],
  "positions_angstrom": [[1.966, 0.754, -2.106], [2.633, 1.469, -2.045], [0.286, 0.275, -0.986], [-1.886, 0.057, -1.888], [0.203, -0.858, -2.984], [-3.043, 0.804, -1.169], [1.408, -1.026, -3.649], [-2.064, -0.505, -3.114], [-0.886, -1.006, -3.749], [-3.382, -0.559, -3.741], [-0.852, -1.607, -5.108], [-4.081, 0.103, -3.212], [-3.675, -1.601, -3.593], [-3.420, -0.403, -4.818], [0.204, -1.736, -5.318], [-1.297, -0.901, -5.810], [-1.346, -2.583, -5.167], [-3.703, 0.086, -1.058], [1.984, -0.289, -3.238], [0.281, -2.084, -0.254], [-0.039, -2.814, -0.830], [0.211, -2.463, 0.651], [0.158, 2.365, -1.474], [-0.236, 2.907, -0.518], [-0.694, 2.505, -2.264], [0.924, 3.016, -1.900], [-3.203, 3.870, -0.573], [-3.543, 2.967, -0.596], [-3.010, 4.129, 0.351], [3.117, 1.683, 1.554], [2.270, 0.157, 0.968], [3.639, -0.883, 0.314], [1.766, -0.656, 2.555], [2.684, -1.368, 3.341], [2.244, -2.007, 4.527], [0.900, -1.894, 4.891], [-0.016, -1.199, 4.101], [0.391, -0.602, 2.915], [-0.699, 0.319, 1.773], [-2.321, -0.465, 2.060], [-0.859, 1.910, 2.605], [3.223, 2.390, 0.723], [4.113, 1.480, 1.973], [2.495, 2.159, 2.319], [4.552, -0.850, 0.934], [3.285, -1.921, 0.226], [3.859, -0.518, -0.701], [3.724, -1.437, 3.047], [2.974, -2.552, 5.133], [0.575, -2.386, 5.816], [-1.064, -1.159, 4.422], [-2.684, -0.328, 3.094], [-3.063, -0.005, 1.391], [-2.329, -1.547, 1.842], [-1.059, 1.819, 3.696], [0.068, 2.496, 2.484], [-1.684, 2.493, 2.156]],
  "atomic_forces_ev_per_a": [[2.5, -0.5, -0.3], [-1.0, -0.7, -0.1], [0.8, 0.1, 0.4], [-1.9, -0.4, -1.7], [-0.7, 0.0, -3.7], [1.5, -2.5, -2.0], [-1.5, -0.9, 0.0], [-1.4, 2.9, 4.5], [3.6, -0.9, 1.6], [-0.8, -0.3, 0.1], [0.2, 0.5, 0.1], [0.2, -0.2, -0.4], [-0.4, -0.1, -0.1], [0.2, 0.2, 0.1], [0.0, -0.1, -0.4], [0.0, -0.2, -0.2], [-0.1, 0.3, 0.1], [0.3, 0.5, 0.0], [-0.3, 0.2, 0.9], [-0.6, -1.5, 0.4], [0.4, 0.7, 0.3], [0.2, 0.5, -0.6], [-2.8, 3.2, 0.4], [0.2, -0.3, -1.4], [0.9, -0.1, 1.4], [0.2, -0.2, 0.3], [0.1, 0.4, 0.5], [0.2, 0.2, 0.3], [-0.3, -0.5, -0.8], [0.0, 0.1, -0.1], [0.8, -0.2, 0.7], [0.1, 0.0, 0.0], [0.1, -0.4, -0.2], [-0.9, -0.2, 0.7], [0.2, 0.7, -0.9], [0.3, -0.4, 0.4], [-0.2, -0.3, 0.3], [1.1, 0.1, -0.3], [-0.5, -0.5, 0.1], [-0.8, -0.1, 0.3], [-0.3, 0.9, 0.7], [0.0, -0.2, 0.1], [-0.3, 0.0, -0.1], [0.1, -0.1, -0.1], [-0.4, 0.0, -0.2], [0.1, 0.3, 0.0], [0.0, -0.1, 0.4], [0.0, 0.0, 0.0], [-0.4, 0.2, -0.2], [0.0, 0.3, -0.4], [0.5, 0.0, -0.2], [0.2, -0.1, -0.4], [0.3, 0.0, 0.2], [0.2, 0.4, 0.1], [0.1, -0.1, -0.7], [-0.3, -0.2, 0.0], [0.4, -0.3, 0.1]],
  "total_energy_ha": -2994.4256,
  "e_above_lowest_ev": 0.0000,
  "homo_energy_ev": -9.994,
  "orbital_gap_ev": 5.86,
  "e_lumo_ha": -0.152,
  "mol_weight_g_mol": 557.345,
  "charge": 1
}